Entry 1:
{"formula": "C6H10N3", "method": "ωB97M-V/def2-TZVPD", "symbols": ["C", "C", "C", "C", "C", "C", "N", "N", "N", "H", "H", "H", "H", "H", "H", "H", "H", "H", "H"], "coordinates": [[0.073, -2.115, -0.013], [-1.091, -1.686, 0.403], [1.016, -1.014, -0.209], [2.359, 0.697, -0.021], [0.946, 1.337, 0.207], [-2.090, 0.513, -0.522], [2.212, -0.693, -0.163], [0.131, 0.219, -0.071], [-1.114, -0.166, 0.387], [0.466, -3.125, 0.165], [-1.993, -2.173, 0.714], [2.813, 1.157, -1.033], [3.159, 0.821, 0.753], [0.923, 1.614, 1.275], [0.657, 2.247, -0.552], [-1.911, 0.274, -1.650], [-3.195, 0.278, -0.285], [-2.024, 1.654, -0.682], [-1.337, 0.162, 1.299]], "lowdin_spin": [0.16, 0.34, 0.31, 0.08, 0.03, 0.03, 0.55, 0.27, 0.06, 0.00, 0.02, 0.06, 0.03, 0.02, 0.02, 0.00, 0.00, 0.00, 0.02], "total_energy_ha": -398.3755, "spin_multiplicity": 3, "de_lowest_ev": 3.0359, "charge": 1, "fmax_ev_per_a": 11.60}


Entry 2:
{"formula": "C6H10N3O2", "method": "ωB97M-V/def2-TZVPD", "symbols": ["C", "C", "C", "C", "C", "C", "N", "N", "N", "O", "O", "H", "H", "H", "H", "H", "H", "H", "H", "H", "H"], "coordinates": [[-0.529, -0.062, -1.702], [-0.207, -1.251, -1.223], [-0.519, -0.376, 1.007], [-1.078, 0.829, 0.546], [-0.961, 1.089, -0.977], [-0.035, -1.471, 0.218], [0.370, -2.605, 0.723], [2.646, 0.305, 0.303], [-1.371, 1.873, 1.394], [1.965, 1.289, -0.406], [2.455, -0.830, -0.065], [-0.678, 0.059, -2.719], [-0.034, -2.013, -1.880], [-0.360, -0.448, 2.084], [-0.137, 1.758, -1.306], [-1.933, 1.423, -1.200], [0.838, -3.334, 0.115], [0.723, -2.652, 1.739], [2.242, 2.113, 0.074], [-1.521, 1.600, 2.308], [-1.878, 2.707, 0.968]], "nbo_charge": [-0.04, -0.27, -0.42, 0.38, -0.53, 0.38, -0.70, 0.37, -0.74, -0.55, -0.30, 0.23, 0.23, 0.22, 0.30, 0.26, 0.43, 0.43, 0.50, 0.41, 0.42], "total_energy_ha": -549.0182, "de_lowest_ev": 4.0340, "charge": 1, "fmax_ev_per_a": 4.43}